Computed, not measured: C19H28I2NOP2Y as an isolated structure, with ωB97M-V with the def2-TZVPD basis set.

CARTESIAN COORDINATES (ANGSTROEM)
I (0.048, -1.478, -7.065)
I (0.046, 1.626, -6.121)
Y (0.056, 0.638, -1.258)
P (-2.709, -0.068, -1.309)
C (-3.709, -0.130, -2.844)
C (-3.393, -1.464, -0.327)
H (-4.479, -1.338, -0.142)
H (-4.554, 1.186, -0.249)
H (-2.873, -1.552, 0.642)
H (-2.979, 1.501, 0.570)
H (-3.456, -1.055, -3.387)
H (-3.234, -2.402, -0.878)
C (-3.473, 1.358, -0.408)
H (-4.789, -0.114, -2.612)
H (-3.342, 2.277, -0.998)
H (-3.450, 0.741, -3.468)
P (2.815, -0.023, -1.292)
C (3.817, -0.079, -2.825)
C (3.507, 1.450, -0.408)
H (3.038, -1.444, 0.687)
H (4.631, -1.220, -0.118)
H (3.409, -2.335, -0.810)
C (3.549, -1.378, -0.287)
H (2.968, 1.621, 0.542)
H (4.584, 1.303, -0.197)
H (4.898, -0.073, -2.593)
H (3.565, 0.796, -3.447)
H (3.384, 2.344, -1.040)
H (3.559, -1.001, -3.374)
C (0.016, -0.494, -3.310)
O (0.017, -0.853, -4.423)
C (0.439, 3.853, 2.832)
C (0.095, 3.705, 1.478)
C (-0.032, 2.446, 0.907)
C (0.163, 1.287, 1.749)
C (0.559, 1.443, 3.060)
C (0.631, 2.719, 3.614)
N (0.006, 0.061, 1.112)
C (-0.195, -1.169, 1.727)
C (0.069, -2.335, 0.960)
C (-0.145, -3.592, 1.524)
C (-0.644, -3.713, 2.831)
C (-0.892, -2.554, 3.572)
C (-0.733, -1.291, 3.018)
H (0.462, 4.859, 3.276)
H (-0.073, 4.576, 0.835)
H (-0.391, 2.429, -0.195)
H (0.784, 0.536, 3.600)
H (0.876, 2.827, 4.662)
H (0.453, -2.220, -0.101)
H (0.072, -4.480, 0.916)
H (-0.745, -4.705, 3.280)
H (-1.249, -2.644, 4.582)
H (-0.977, -0.377, 3.513)

Summary:
- Molar mass: 691.1 g mol⁻¹
- E_tot: -59500.80332 eV
- HOMO-LUMO gap (spin up / spin down): 4.2 / 4.5 eV
- ΔE to the lowest compared entry with this formula, charge and spin: 0.622 eV
- Charge: +2

These are the natural (NBO) partial charges, in e, on atoms 1 to 5:
1 I 0.120
2 I -0.058
3 Y 1.783
4 P 0.723
5 C -0.929

---

Computed, not measured: one molecule with the formula C19H28N2O3S2, with ωB97M-V with the def2-TZVPD basis set.

CARTESIAN COORDINATES (ANGSTROEM)
C (0.048, 1.393, -0.088)
S (0.540, -0.326, 0.155)
C (2.290, -0.224, -0.303)
C (2.453, 0.459, -1.651)
O (2.829, 1.620, -1.708)
N (2.130, -0.236, -2.763)
C (1.628, -1.597, -2.875)
C (0.615, -1.489, -4.010)
C (-0.763, -0.976, -3.537)
S (-1.050, 0.669, -4.259)
C (0.110, 0.336, -5.604)
C (1.254, -0.458, -4.977)
C (2.110, -1.139, -6.040)
C (2.114, 0.437, -4.058)
C (3.202, 0.362, 0.804)
N (3.760, -0.976, 0.997)
C (4.325, -1.441, 2.129)
O (4.615, -0.699, 3.054)
C (4.573, -2.950, 2.210)
C (5.915, -3.232, 2.871)
C (6.819, -3.101, 1.666)
C (7.599, -1.839, 1.443)
C (8.308, -3.143, 1.717)
C (6.018, -3.719, 0.545)
O (4.642, -3.560, 0.921)
C (2.989, -1.593, -0.080)
H (-0.969, 1.478, 0.289)
H (0.697, 2.061, 0.475)
H (0.066, 1.664, -1.143)
H (2.437, -2.287, -3.143)
H (1.177, -1.937, -1.946)
H (0.490, -2.451, -4.509)
H (-1.552, -1.656, -3.854)
H (-0.807, -0.881, -2.453)
H (-0.375, -0.243, -6.394)
H (0.447, 1.282, -6.029)
H (2.595, -0.400, -6.681)
H (2.896, -1.743, -5.581)
H (1.505, -1.793, -6.671)
H (1.690, 1.433, -3.931)
H (3.129, 0.552, -4.449)
H (3.922, 1.093, 0.442)
H (2.685, 0.745, 1.683)
H (3.729, -3.393, 2.746)
H (6.134, -2.518, 3.662)
H (5.933, -4.248, 3.271)
H (7.644, -1.445, 0.436)
H (7.578, -1.092, 2.225)
H (8.776, -3.274, 2.684)
H (8.830, -3.616, 0.896)
H (6.193, -3.231, -0.417)
H (6.220, -4.790, 0.440)
H (2.331, -2.406, 0.233)
H (3.601, -1.934, -0.915)

Summary:
- Molar mass: 396.6 g mol⁻¹
- SMILES: CSC1(C(=O)N2C[C@H]3CSC[C@@]3(C)C2)CN(C(=O)[C@@H]2CC3(CC3)CO2)C1
- E_tot: -50950.30078 eV
- HOMO-LUMO gap: 9.2 eV
- ΔE to the lowest compared entry with this formula, charge and spin: 0.958 eV

These are the natural (NBO) partial charges, in e, on atoms 1 to 5:
1 C -0.750
2 S 0.223
3 C -0.268
4 C 0.680
5 O -0.628

---

Computed, not measured: one molecule with the formula C19H28N2O4, with ωB97M-V with the def2-TZVPD basis set.

CARTESIAN COORDINATES (ANGSTROEM)
C (-5.841, -0.215, -2.106)
C (-6.207, 0.885, -1.116)
O (-5.142, 1.795, -0.901)
C (-3.965, 1.402, -0.346)
C (-2.878, 2.206, -0.686)
C (-1.614, 1.990, -0.179)
C (-1.405, 0.926, 0.689)
C (-0.082, 0.576, 1.267)
O (0.210, -0.566, 1.591)
N (0.779, 1.607, 1.416)
C (2.100, 1.462, 1.982)
C (3.181, 1.845, 0.963)
O (3.739, 2.925, 1.055)
N (3.434, 0.983, -0.038)
C (2.914, -0.356, -0.204)
C (4.038, -1.379, -0.032)
C (5.170, -1.111, -1.026)
C (6.318, -2.096, -0.833)
C (5.645, 0.333, -0.854)
C (4.475, 1.303, -0.997)
C (-2.477, 0.106, 1.027)
C (-3.759, 0.328, 0.548)
O (-4.845, -0.419, 0.915)
C (-4.668, -1.603, 1.670)
C (-4.094, -2.754, 0.849)
H (-5.488, 0.222, -3.038)
H (-6.713, -0.829, -2.309)
H (-5.054, -0.845, -1.699)
H (-6.551, 0.452, -0.173)
H (-7.001, 1.514, -1.530)
H (-3.065, 3.016, -1.373)
H (-0.802, 2.624, -0.500)
H (0.491, 2.540, 1.172)
H (2.214, 2.147, 2.828)
H (2.203, 0.434, 2.335)
H (2.109, -0.565, 0.496)
H (2.505, -0.434, -1.219)
H (3.634, -2.381, -0.176)
H (4.429, -1.314, 0.986)
H (4.774, -1.229, -2.042)
H (5.972, -3.118, -0.967)
H (6.734, -2.003, 0.168)
H (7.111, -1.904, -1.552)
H (6.407, 0.573, -1.597)
H (6.088, 0.454, 0.137)
H (4.795, 2.329, -0.809)
H (4.053, 1.235, -2.006)
H (-2.267, -0.709, 1.701)
H (-4.053, -1.410, 2.557)
H (-5.680, -1.853, 2.003)
H (-4.739, -2.960, -0.002)
H (-4.034, -3.645, 1.468)
H (-3.099, -2.513, 0.483)

Summary:
- Molar mass: 348.4 g mol⁻¹
- SMILES: CCOc1ccc(C(=O)NCC(=O)N2CCC(C)CC2)cc1OCC
- E_tot: -31328.42560 eV
- HOMO-LUMO gap: 9.2 eV
- ΔE to the lowest compared entry with this formula, charge and spin: 1.011 eV

These are the natural (NBO) partial charges, in e, on atoms 1 to 5:
1 C -0.638
2 C -0.062
3 O -0.495
4 C 0.264
5 C -0.242

---

Computed, not measured: one molecule with the formula C19H28N2O4S, with ωB97M-V with the def2-TZVPD basis set.

CARTESIAN COORDINATES (ANGSTROEM)
C (1.367, 3.602, -1.166)
C (1.581, 2.502, -0.135)
C (0.852, 1.197, -0.498)
N (0.904, 0.278, 0.618)
S (-0.516, -0.456, 1.098)
O (-0.290, -1.865, 1.241)
O (-1.588, -0.008, 0.250)
C (-0.719, 0.270, 2.711)
C (-0.266, -0.404, 3.824)
C (-0.377, 0.175, 5.078)
C (-0.941, 1.443, 5.205)
O (-1.098, 2.106, 6.376)
C (-0.678, 1.488, 7.571)
C (-1.395, 2.115, 4.064)
C (-1.283, 1.528, 2.822)
C (1.519, 0.526, -1.703)
O (2.444, -0.247, -1.548)
N (1.046, 0.896, -2.906)
C (1.477, 0.252, -4.127)
C (0.373, -0.642, -4.711)
C (-0.207, -1.572, -3.676)
C (-1.429, -1.391, -3.193)
C (-2.077, -2.275, -2.177)
C (-1.347, -3.608, -2.052)
C (0.151, -3.354, -1.946)
C (0.668, -2.708, -3.228)
H (1.782, 3.316, -2.129)
H (0.306, 3.809, -1.291)
H (1.857, 4.517, -0.842)
H (2.646, 2.285, -0.035)
H (1.213, 2.827, 0.840)
H (-0.204, 1.396, -0.703)
H (1.662, -0.386, 0.505)
H (0.159, -1.386, 3.698)
H (-0.024, -0.366, 5.940)
H (0.398, 1.290, 7.564)
H (-0.909, 2.198, 8.364)
H (-1.221, 0.556, 7.752)
H (-1.833, 3.092, 4.188)
H (-1.640, 2.022, 1.933)
H (0.184, 1.418, -2.948)
H (1.765, 1.016, -4.856)
H (2.358, -0.338, -3.868)
H (0.802, -1.218, -5.534)
H (-0.420, -0.009, -5.116)
H (-2.027, -0.552, -3.530)
H (-3.124, -2.435, -2.448)
H (-2.068, -1.755, -1.214)
H (-1.551, -4.223, -2.933)
H (-1.701, -4.143, -1.170)
H (0.685, -4.288, -1.764)
H (0.333, -2.692, -1.097)
H (1.686, -2.346, -3.066)
H (0.712, -3.455, -4.030)

Summary:
- Molar mass: 380.5 g mol⁻¹
- SMILES: CC[C@H](NS(=O)(=O)c1ccc(OC)cc1)C(=O)NCCC1=CCCCC1
- E_tot: -42162.98836 eV
- HOMO-LUMO gap: 9.3 eV
- ΔE to the lowest compared entry with this formula, charge and spin: 1.687 eV

These are the natural (NBO) partial charges, in e, on atoms 1 to 5:
1 C -0.615
2 C -0.390
3 C -0.156
4 N -0.874
5 S 2.323